No. 1
A structure of composition C30H48BrN3P2RuSe, computed with wB97M-V/def2-TZVPD.

Summary:
Expectation value of S² = 6.07
Spin multiplicity = 5
Frontier orbital gap (alpha / beta) = 0.238 / 0.162 hartree
LUMO level (alpha / beta) = -12.66 / -14.89 eV
Charge = +4

Cartesian coordinates (Å):
N 1.09 -5.80 -2.28
C -0.17 -5.53 -1.89
C -0.82 -4.35 -2.15
C -0.04 -3.28 -2.63
C 1.19 -3.58 -3.27
C 1.72 -4.85 -2.98
C -0.61 -1.96 -2.63
Ru -0.18 1.16 -0.72
P -0.61 2.55 0.99
C 0.18 -0.88 -2.95
C -0.34 0.60 -2.88
C 0.43 1.68 -3.54
C -0.09 2.95 -3.42
C -1.31 3.08 -2.72
C -2.28 2.07 -2.63
C -1.80 0.74 -2.69
Br -1.70 4.85 -2.19
H -1.60 -1.83 -2.20
H 1.30 -0.93 -3.13
H -1.75 -4.12 -1.65
H 1.85 -2.80 -3.61
H -0.62 -6.32 -1.28
H 2.75 -5.09 -3.25
H 1.38 1.44 -4.10
H -2.47 -0.13 -2.74
H 0.46 3.88 -3.73
H -3.31 2.35 -2.44
P 1.80 0.06 0.46
C -2.43 2.52 0.86
C -3.10 3.83 0.59
H -2.81 2.05 1.77
H -2.73 1.81 0.07
H -4.16 3.65 0.41
H -2.99 4.59 1.36
H -2.73 4.19 -0.38
C 0.38 3.78 0.05
C 0.38 5.24 0.51
H -0.17 3.73 -0.92
H 1.40 3.45 -0.20
H 0.75 5.78 -0.37
H -0.62 5.65 0.72
H 1.09 5.46 1.32
C -0.15 2.85 2.71
C -0.95 3.99 3.37
H 0.92 3.11 2.71
H -0.24 1.92 3.29
H -0.53 4.09 4.38
H -0.83 4.97 2.86
H -2.02 3.72 3.47
C 2.28 -0.52 2.19
C 2.17 0.47 3.32
H 3.33 -0.83 2.08
H 1.67 -1.41 2.40
H 2.85 0.12 4.12
H 2.52 1.48 3.08
H 1.18 0.53 3.79
C 3.07 1.37 0.27
C 3.34 1.61 -1.20
H 3.98 1.05 0.79
H 2.71 2.27 0.79
H 3.90 2.54 -1.34
H 3.97 0.82 -1.62
H 2.43 1.70 -1.81
C 2.69 -1.38 -0.36
C 2.38 -2.79 0.13
H 3.76 -1.15 -0.19
H 2.47 -1.28 -1.44
H 2.95 -3.48 -0.49
H 2.75 -3.00 1.15
H 1.34 -3.10 0.04
C -3.73 -1.78 0.56
N -2.77 -2.80 0.94
C -3.05 -4.16 1.14
C -1.92 -4.73 1.67
N -0.98 -3.70 1.82
C 0.21 -3.93 2.62
C -1.47 -2.54 1.24
Se -0.80 -0.76 1.16
H -4.70 -2.28 0.46
H -3.43 -1.29 -0.37
H -3.82 -1.03 1.35
H -4.02 -4.58 0.87
H -1.70 -5.76 1.99
H -0.05 -4.64 3.42
H 1.00 -4.41 2.04
H 0.58 -3.01 3.08

No. 2
A structure of composition C30H48Cl2MnN3O6Si, computed with wB97M-V/def2-TZVPD.

Summary:
Expectation value of S² = 8.75
Relative energy (zero: lowest compared OMol25 entry of this formula, charge and spin) = 0.000 eV
Spin multiplicity = 6
Frontier orbital gap (alpha / beta) = 0.219 / 0.269 hartree
LUMO level (alpha / beta) = 2.44 / 2.43 eV
Charge = -1

Cartesian coordinates (Å):
C 3.08 2.90 -0.21
C 1.82 3.38 0.41
H 3.56 3.63 -0.87
H 2.83 2.01 -0.81
H 3.83 2.57 0.53
C 1.43 4.66 0.44
C 2.13 5.81 -0.19
H 0.50 4.92 0.95
H 2.95 5.49 -0.85
H 2.57 6.49 0.55
H 1.44 6.41 -0.79
Mn -0.14 -0.32 -0.61
Cl 0.89 -1.05 -2.49
C -2.07 0.36 1.68
O -1.94 0.24 0.43
N -3.25 0.32 2.30
C -4.50 0.28 1.55
C -3.36 0.57 3.73
H -1.20 0.52 2.34
H -4.31 -0.03 0.53
H -4.98 1.27 1.56
H -5.16 -0.44 2.05
H -2.39 0.40 4.20
H -4.10 -0.11 4.16
H -3.66 1.61 3.92
H -2.28 -5.24 -0.37
H 0.31 -6.06 -0.20
C -1.95 -4.75 -1.29
C 0.44 -5.45 -1.11
N -0.55 -4.37 -1.17
H -2.52 -3.83 -1.45
C -0.23 -3.12 -0.87
O -1.08 -2.18 -0.81
H 1.45 -5.01 -1.10
H 0.84 -2.95 -0.63
H -2.06 -5.43 -2.13
H 0.34 -6.10 -1.99
H 0.84 3.04 -2.38
H -1.16 4.75 -1.35
C 0.01 2.73 -3.03
C -1.74 4.23 -2.14
N -1.25 2.87 -2.32
H 0.15 1.69 -3.32
C -2.02 1.79 -2.06
O -1.62 0.62 -2.17
H -2.80 4.21 -1.84
H -3.07 2.04 -1.77
H 0.00 3.38 -3.91
H -1.62 4.80 -3.07
O 0.62 1.50 -0.26
C 0.93 2.24 0.87
C -1.45 3.25 1.35
C -0.24 2.72 1.80
H -1.71 3.21 0.29
C -2.31 3.86 2.28
H 1.59 1.62 1.53
C 0.04 2.66 3.17
H -3.22 4.34 1.92
C -2.00 3.85 3.64
C -0.83 3.25 4.08
H 0.96 2.17 3.48
H -2.67 4.35 4.35
H -0.56 3.24 5.14
Si 3.49 -1.23 -3.43
Cl 3.50 0.70 -2.60
C 2.31 -1.38 -4.91
C 3.65 -2.72 -2.27
C 5.15 -1.56 -4.40
H 1.33 -0.90 -4.76
H 2.14 -2.45 -5.10
H 2.76 -0.94 -5.82
H 5.25 -0.99 -5.32
H 5.15 -2.62 -4.67
H 6.05 -1.38 -3.80
H 2.90 -2.76 -1.46
H 4.65 -2.77 -1.82
H 3.54 -3.63 -2.89
O 2.02 -1.61 2.73
C 0.94 -1.72 2.15
O 0.45 -0.92 1.26
C 0.07 -2.92 2.54
C 0.64 -3.99 3.26
C -0.11 -5.14 3.52
C -1.42 -5.25 3.06
C -2.00 -4.19 2.36
C -1.28 -3.02 2.16
H 1.66 -3.89 3.62
H 0.35 -5.96 4.08
H -2.00 -6.16 3.23
H -3.02 -4.26 1.96
H -1.75 -2.15 1.69

No. 3
A cluster of 8 separate species, C30H48ClI2N3O22S in total, computed with wB97M-V/def2-TZVPD.

Summary:
SMILES = CCNN[C@](Cl)(CN)CO[C@@H](S)[C@H](I)[C@H](C)I.O=C1OCCO1.O=C1OCCO1.O=C1OCCO1.O=C1OCCO1.O=C1OCCO1.O=C1OCCO1.O=C1OCCO1
Frontier orbital gap = 0.326 hartree
LUMO level = -0.06 eV
Charge = 0

Cartesian coordinates (Å):
C -2.22 3.14 -0.24
C -2.36 3.28 -1.80
N -1.28 2.61 -2.58
N -0.42 3.49 -3.23
C 0.90 3.77 -2.63
Cl 1.10 2.91 -1.05
C 1.03 5.34 -2.44
N 0.29 5.85 -1.29
C 2.04 3.27 -3.56
O 2.71 2.17 -3.02
C 4.10 2.29 -2.98
S 4.63 3.51 -1.69
C 4.74 0.89 -2.78
I 3.88 -0.45 -4.26
C 4.62 0.22 -1.40
C 3.25 0.41 -0.65
I 6.31 0.72 -0.13
H -1.91 2.10 0.03
H -1.48 3.86 0.18
H -3.21 3.32 0.25
H -3.35 2.83 -2.11
H -2.37 4.37 -2.06
H -1.68 1.99 -3.28
H -0.89 4.37 -3.42
H 2.12 5.62 -2.44
H 0.57 5.82 -3.35
H 0.77 5.60 -0.43
H 0.27 6.86 -1.33
H 2.74 4.11 -3.76
H 1.56 2.96 -4.53
H 4.51 2.72 -3.94
H 3.54 3.31 -0.89
H 5.82 0.94 -3.10
H 4.80 -0.87 -1.56
H 3.23 1.34 -0.03
H 2.40 0.45 -1.40
H 3.07 -0.46 0.03
O -5.55 2.11 -1.90
C -5.91 1.65 -0.87
O -7.05 0.95 -0.70
C -7.04 0.38 0.61
C -6.09 1.29 1.35
O -5.23 1.75 0.30
H -8.05 0.38 1.03
H -6.68 -0.64 0.55
H -6.59 2.15 1.79
H -5.49 0.79 2.11
O 7.16 -6.25 -2.94
C 6.49 -5.35 -2.57
O 5.14 -5.35 -2.58
C 4.68 -4.20 -1.87
C 5.88 -3.27 -1.96
O 6.97 -4.18 -2.09
H 3.79 -3.80 -2.35
H 4.46 -4.48 -0.84
H 5.84 -2.64 -2.85
H 6.02 -2.65 -1.07
O 5.86 -4.28 1.14
C 5.56 -3.32 1.78
O 4.56 -2.47 1.44
C 4.36 -1.56 2.53
C 5.68 -1.62 3.25
O 6.15 -2.93 2.92
H 4.11 -0.57 2.14
H 3.53 -1.94 3.14
H 6.40 -0.89 2.85
H 5.61 -1.52 4.33
O 4.10 1.56 4.04
C 3.07 1.60 3.45
O 2.12 2.54 3.62
C 1.14 2.38 2.59
C 1.33 0.94 2.16
O 2.71 0.72 2.48
H 0.15 2.61 2.98
H 1.39 3.06 1.77
H 0.72 0.24 2.73
H 1.16 0.78 1.10
O -1.02 -1.14 1.92
C -0.97 -1.61 0.82
O -1.99 -2.21 0.18
C -1.62 -2.41 -1.18
C -0.10 -2.41 -1.10
O 0.13 -1.59 0.05
H -2.04 -3.35 -1.54
H -2.00 -1.57 -1.77
H 0.29 -3.41 -0.91
H 0.38 -1.97 -1.97
O -9.25 -0.55 2.75
C -10.29 -0.30 2.23
O -10.93 0.88 2.31
C -12.01 0.88 1.38
C -12.27 -0.61 1.20
O -10.99 -1.17 1.46
H -12.85 1.43 1.79
H -11.68 1.35 0.45
H -12.98 -1.00 1.93
H -12.59 -0.89 0.20
O 0.19 -5.41 0.22
C 0.48 -5.10 1.33
O 1.62 -5.46 1.96
C 1.73 -4.70 3.16
C 0.28 -4.34 3.45
O -0.28 -4.34 2.13
H 2.19 -5.31 3.93
H 2.34 -3.82 2.97
H -0.23 -5.10 4.04
H 0.14 -3.36 3.90

No. 4
A structure of composition C30H48EuP2, computed with wB97M-V/def2-TZVPD.

Summary:
Expectation value of S² = 12.13
Relative energy (zero: lowest compared OMol25 entry of this formula, charge and spin) = 0.000 eV
Spin multiplicity = 7
Frontier orbital gap (alpha / beta) = 0.237 / 0.283 hartree
LUMO level (alpha / beta) = -3.86 / -2.54 eV
Charge = +1

Cartesian coordinates (Å):
Eu -0.55 0.36 -0.15
C -0.86 -2.03 1.03
C 0.48 -2.06 0.53
C 0.43 -0.61 2.33
C -0.89 -1.12 2.14
C 1.27 -1.18 1.33
C -2.01 -2.83 0.55
H -1.80 -3.30 -0.41
H -2.92 -2.21 0.43
H -2.26 -3.63 1.27
C -2.06 -0.78 2.98
H -2.96 -1.31 2.62
H -2.27 0.30 2.98
H -1.89 -1.08 4.02
C 0.86 0.26 3.44
H 0.72 -0.23 4.42
H 0.29 1.20 3.47
H 1.92 0.52 3.35
C 2.75 -1.01 1.26
H 3.25 -1.60 2.04
H 3.03 0.04 1.42
H 3.14 -1.34 0.30
C 1.00 -2.94 -0.56
H 1.41 -3.87 -0.14
H 1.80 -2.45 -1.12
H 0.20 -3.22 -1.26
C -1.97 1.04 -6.30
C -2.05 -0.29 -6.52
C -1.19 -1.05 -7.50
C 0.24 -0.49 -7.76
C 0.94 0.09 -6.57
C 1.04 1.41 -6.30
C 0.11 2.47 -6.82
C -1.31 2.01 -7.22
H -1.71 -1.11 -8.48
H 0.20 0.24 -8.58
H -1.09 -2.09 -7.17
H -1.28 1.61 -8.25
H -2.55 1.49 -5.49
H -2.87 -0.87 -6.09
H -1.94 2.91 -7.26
H 0.02 3.27 -6.06
H 1.89 1.78 -5.71
H 0.58 2.96 -7.69
H 0.85 -1.33 -8.13
H 1.53 -0.63 -5.98
P -1.20 -0.06 -2.80
P 1.72 1.37 -1.67
C -0.30 1.29 -3.68
C 0.71 2.21 -2.97
H -1.06 1.90 -4.20
H 0.21 0.73 -4.47
H 1.42 2.60 -3.72
H 0.19 3.07 -2.52
C 2.34 2.79 -0.71
H 3.02 2.41 0.07
H 1.51 3.32 -0.23
H 2.88 3.47 -1.38
C 3.20 0.73 -2.52
H 3.63 1.51 -3.17
H 2.93 -0.16 -3.12
H 3.93 0.43 -1.75
C -2.94 0.53 -2.91
H -3.60 -0.21 -2.43
H -3.23 0.64 -3.96
H -3.05 1.49 -2.38
C -1.06 -1.58 -3.77
H -0.07 -2.02 -3.63
H -1.21 -1.38 -4.84
H -1.82 -2.30 -3.44
C -2.61 4.99 1.32
C -2.12 4.12 2.30
C -1.51 2.90 1.92
C -1.38 2.62 0.58
C -1.85 3.45 -0.41
C -2.48 4.67 -0.04
H -3.09 5.92 1.61
H -2.23 4.36 3.35
H -1.16 2.21 2.69
H -1.77 3.20 -1.47
H -2.85 5.34 -0.81

No. 5
A cluster of 8 separate species, C30H48F18O20P2 in total, computed with wB97M-V/def2-TZVPD.

Summary:
SMILES = CCOC(=O)C(F)(F)F.CCOC(=O)C(F)(F)F.CCOC(=O)C(F)(F)F.CCOC(=O)C(F)(F)F.CCOC(=O)C(F)(F)F.CCOC(=O)C(F)(F)F.COP(=O)(OC)OC.COP(=O)(OC)OC
Frontier orbital gap = 0.409 hartree
LUMO level = 0.36 eV
Charge = 0

Cartesian coordinates (Å):
C -1.93 5.56 -5.42
C -2.79 4.33 -5.23
O -3.85 4.46 -4.22
C -3.44 4.41 -2.93
O -2.31 4.32 -2.51
C -4.70 4.54 -1.98
F -5.83 4.20 -2.62
F -4.57 3.88 -0.83
F -4.75 5.81 -1.71
H -1.28 5.59 -4.54
H -2.53 6.42 -5.70
H -1.24 5.40 -6.27
H -2.30 3.43 -5.02
H -3.42 4.14 -6.06
C -5.91 0.93 -1.44
C -5.16 0.32 -2.57
O -5.31 1.05 -3.84
C -6.52 1.08 -4.39
O -7.50 0.57 -3.95
C -6.51 1.93 -5.68
F -5.95 3.06 -5.50
F -5.83 1.28 -6.62
F -7.71 2.11 -6.13
H -7.01 0.71 -1.43
H -5.96 2.01 -1.42
H -5.38 0.77 -0.53
H -5.37 -0.70 -2.70
H -4.10 0.48 -2.31
C -1.50 -2.74 6.55
C -2.81 -1.93 6.49
O -3.41 -1.92 5.11
C -2.87 -1.04 4.35
O -1.99 -0.30 4.67
C -3.47 -1.16 2.88
F -4.84 -1.06 2.88
F -2.94 -0.28 2.04
F -3.13 -2.40 2.50
H -0.78 -2.34 5.90
H -1.67 -3.77 6.25
H -1.10 -2.71 7.57
H -2.82 -0.90 6.86
H -3.51 -2.58 7.01
C 1.33 -0.61 2.54
C 0.62 -0.68 1.20
O -0.25 0.49 1.15
C -1.05 0.50 0.12
O -1.20 -0.39 -0.70
C -1.92 1.78 -0.09
F -1.37 2.62 -0.92
F -3.10 1.42 -0.58
F -2.07 2.37 1.09
H 1.83 0.33 2.64
H 1.99 -1.47 2.65
H 0.65 -0.72 3.37
H 0.00 -1.59 1.14
H 1.31 -0.74 0.39
C 6.91 -0.43 0.18
C 5.80 -1.40 0.67
O 5.90 -1.52 2.15
C 5.42 -2.61 2.70
O 5.02 -3.60 2.16
C 5.26 -2.32 4.24
F 4.10 -1.62 4.42
F 5.19 -3.46 4.91
F 6.25 -1.53 4.69
H 7.87 -0.58 0.71
H 6.67 0.59 0.36
H 7.04 -0.62 -0.87
H 5.84 -2.40 0.30
H 4.83 -0.95 0.36
C 1.79 4.28 -0.83
C 2.11 3.52 0.45
O 1.72 4.42 1.52
C 1.73 3.96 2.77
O 2.09 2.86 3.07
C 1.17 5.00 3.77
F 1.24 6.24 3.25
F -0.16 4.70 3.99
F 1.75 5.01 4.94
H 2.06 5.32 -0.67
H 0.72 4.31 -0.96
H 2.28 3.84 -1.71
H 3.20 3.28 0.56
H 1.59 2.54 0.44
C 4.81 0.19 -3.85
O 3.43 0.52 -3.43
P 2.82 -0.08 -2.12
O 3.72 0.15 -1.01
O 1.39 0.58 -1.97
C 0.40 0.75 -3.08
O 2.49 -1.52 -2.58
C 2.08 -2.47 -1.56
H 5.43 1.08 -3.77
H 4.86 -0.17 -4.85
H 5.37 -0.47 -3.19
H -0.53 1.11 -2.61
H 0.31 -0.24 -3.51
H 0.81 1.38 -3.86
H 2.80 -2.44 -0.70
H 2.01 -3.48 -1.88
H 1.06 -2.16 -1.30
C 1.76 -4.57 2.75
O 1.10 -5.74 2.22
P 0.94 -5.88 0.60
O 0.42 -7.21 0.23
O 0.07 -4.57 0.22
C -1.40 -4.73 0.19
O 2.27 -5.38 0.00
C 3.53 -6.12 0.19
H 1.57 -3.72 2.08
H 2.83 -4.66 2.76
H 1.36 -4.32 3.75
H -1.82 -4.10 1.02
H -1.82 -5.73 0.17
H -1.75 -4.26 -0.74
H 3.33 -7.09 0.77
H 4.18 -5.46 0.73
H 3.98 -6.29 -0.73

| no. | electronic energy (eV) | largest force on an atom (eV/Å) |
| --- | --- | --- |
| 1 | -192861.569 | 5.0 |
| 2 | -112893.536 | 3.3 |
| 3 | -120961.944 | 1.3 |
| 4 | -69787.058 | 3.0 |
| 5 | -140336.054 | 2.9 |